Record 1
Density functional theory data (ωB97M-V with the def2-TZVPD basis set) for C36H55N11O4PTeY as an isolated structure at a distorted geometry.

Geometry as ORCA input:
```
! wB97M-V def2-TZVPD RIJCOSX def2/J DEFGRID3
* xyz 2 1
Y 0.55 0.01 -1.14
C 1.94 -4.21 0.70
C 1.23 -2.99 0.21
N 1.80 -1.89 -0.07
C 3.24 -1.70 0.08
C 3.49 -0.28 0.55
N 2.89 0.71 -0.38
C 2.85 2.07 0.18
C 1.80 2.18 1.27
N 0.52 1.60 0.81
C -0.58 2.59 0.77
C -1.81 2.05 0.00
N -1.65 0.62 -0.18
C -2.58 -0.22 -0.31
C -4.05 0.06 -0.42
C -2.11 -1.66 -0.29
C -2.96 -2.75 -0.33
C -2.41 -4.01 -0.17
C -1.04 -4.15 0.04
C -0.26 -3.00 0.03
N -0.80 -1.80 -0.15
H 2.55 -3.97 1.58
H 2.62 -4.59 -0.07
H 1.26 -5.01 0.98
H 3.71 -1.88 -0.89
H 3.68 -2.39 0.80
H 4.56 -0.10 0.67
H 3.01 -0.15 1.52
H 3.46 0.73 -1.22
H 2.61 2.75 -0.63
H 3.83 2.36 0.59
H 1.67 3.23 1.53
H 2.11 1.67 2.18
H 0.27 0.88 1.49
H -0.21 3.48 0.28
H -0.87 2.86 1.79
H -1.85 2.51 -1.00
H -2.72 2.32 0.53
H -4.58 -0.32 0.45
H -4.45 -0.45 -1.30
H -4.25 1.12 -0.51
H -4.03 -2.63 -0.47
H -3.04 -4.89 -0.19
H -0.61 -5.13 0.20
C 2.12 -0.31 4.56
C 0.69 -0.52 4.20
N 0.19 -0.51 2.98
C -1.17 -0.75 3.14
C -1.48 -0.92 4.44
N -0.28 -0.77 5.12
C -0.18 -0.82 6.58
N -0.63 -2.07 7.10
N -1.90 -2.15 7.59
N -2.10 -3.33 8.04
C -0.94 -4.07 7.85
C -0.66 -5.39 8.19
C 0.60 -5.86 7.89
C 1.56 -5.04 7.26
C 1.28 -3.73 6.92
C 0.01 -3.26 7.25
H 2.73 -0.42 3.67
H 2.47 -1.04 5.30
H 2.29 0.69 4.98
H -1.83 -0.81 2.29
H -2.40 -1.13 4.96
H -0.81 -0.05 7.01
H 0.85 -0.64 6.87
H -1.40 -6.01 8.68
H 0.87 -6.88 8.15
H 2.53 -5.45 7.03
H 2.03 -3.11 6.44
O 0.54 2.04 -2.28
C 0.30 2.78 -3.27
C -0.25 4.17 -3.07
C -1.58 4.47 -3.83
C -2.11 3.32 -4.68
C -1.29 3.11 -5.96
C 0.21 3.13 -5.70
N 0.57 2.37 -4.49
H 0.53 4.86 -3.38
H -0.38 4.30 -2.00
H -1.44 5.35 -4.46
H -2.33 4.75 -3.09
H -3.15 3.52 -4.96
H -2.12 2.40 -4.09
H -1.52 3.90 -6.68
H -1.58 2.16 -6.42
H 0.57 4.16 -5.58
H 0.76 2.70 -6.53
H 0.99 1.45 -4.57
C -1.13 -1.82 -7.41
C -0.43 -1.13 -6.27
O -0.83 -1.80 -5.03
P -0.18 -1.53 -3.63
O -0.96 -0.52 -2.81
Te 2.10 -0.85 -3.59
O -0.40 -2.94 -2.94
C -0.23 -4.22 -3.60
C 1.17 -4.47 -4.12
H -0.80 -1.38 -8.36
H -2.21 -1.70 -7.34
H -0.90 -2.88 -7.42
H -0.72 -0.08 -6.19
H 0.65 -1.19 -6.36
H -0.97 -4.29 -4.38
H -0.48 -4.95 -2.83
H 1.42 -3.80 -4.95
H 1.21 -5.49 -4.50
H 1.92 -4.35 -3.35
*
```

- Strongest force on any atom: 1.5 eV/A

Record 2
Density functional theory data (ωB97M-V with the def2-TZVPD basis set) for one molecule with the formula FH3OP2 at a distorted geometry.

Geometry as ORCA input:
```
! wB97M-V def2-TZVPD RIJCOSX def2/J DEFGRID3
* xyz 0 1
O -2.44 0.37 0.72
F 1.15 -1.69 1.25
P -1.47 -0.52 1.74
P 0.34 -0.91 0.17
H -2.46 1.31 0.42
H 1.24 -1.59 -0.91
H 1.04 0.38 0.37
*
```

- Strongest force on any atom: 2.3 eV/A
- SMILES: OP=[PH2]F

Record 3
Density functional theory data (ωB97M-V with the def2-TZVPD basis set) for one molecule with the formula CH5NS2 at a distorted geometry.

Geometry as ORCA input:
```
! wB97M-V def2-TZVPD RIJCOSX def2/J DEFGRID3
* xyz 0 1
C -0.52 -0.92 0.43
N 0.65 1.54 0.08
S -0.45 -1.82 -1.09
S 0.93 0.05 0.90
H -1.42 -0.33 0.31
H -0.72 -1.57 1.25
H 1.21 2.19 0.61
H 0.76 1.41 -0.91
H -0.44 -0.56 -1.59
*
```

- Strongest force on any atom: 2.1 eV/A
- SMILES: NSCS

Record 4
Density functional theory data (ωB97M-V with the def2-TZVPD basis set) for one molecule with the formula CH2ClF2P at a distorted geometry.

Geometry as ORCA input:
```
! wB97M-V def2-TZVPD RIJCOSX def2/J DEFGRID3
* xyz 0 1
C 1.35 0.24 0.41
F -2.34 0.88 0.08
F 1.90 1.29 -0.20
P -0.79 0.20 -0.02
Cl 1.94 -1.19 -0.24
H -1.08 -0.67 1.01
H -0.98 -0.75 -1.05
*
```

- Strongest force on any atom: 2.4 eV/A
- SMILES: F[PH2]=C(F)Cl

Record 5
Density functional theory data (ωB97M-V with the def2-TZVPD basis set) for C4H7NSi as an isolated structure at a distorted geometry.

Geometry as ORCA input:
```
! wB97M-V def2-TZVPD RIJCOSX def2/J DEFGRID3
* xyz 0 1
C 0.29 -0.82 1.85
C -0.68 -1.25 1.01
C 1.08 -0.25 0.76
C -0.08 -0.69 -0.26
N 2.21 0.19 0.56
Si -1.06 1.56 -1.43
H 0.43 -0.94 2.83
H -1.38 -2.04 1.13
H 0.11 -1.42 -0.98
H 2.33 0.42 -0.39
H -2.43 1.66 -0.99
H -0.63 0.87 -2.58
H -0.19 2.70 -1.50
*
```

- Strongest force on any atom: 4.4 eV/A

Record 6
Density functional theory data (ωB97M-V with the def2-TZVPD basis set) for one molecule with the formula C16H22N2O7S at a distorted geometry.

Geometry as ORCA input:
```
! wB97M-V def2-TZVPD RIJCOSX def2/J DEFGRID3
* xyz 0 1
C -7.26 -1.11 3.40
C -6.28 0.05 3.40
H -5.97 0.31 4.42
H -6.71 0.94 2.93
O -5.13 -0.35 2.66
C -4.01 0.38 2.87
O -3.96 1.33 3.63
N -2.94 -0.10 2.19
C -3.02 -1.12 1.17
H -4.00 -1.60 1.21
C -2.79 -0.48 -0.20
N -1.51 0.19 -0.18
S -0.89 0.64 -1.68
O -1.32 1.97 -2.04
O -1.17 -0.43 -2.58
C 0.85 0.66 -1.29
C 1.43 -0.51 -0.85
C 2.78 -0.53 -0.53
C 3.54 0.63 -0.66
C 2.94 1.81 -1.11
C 1.59 1.82 -1.42
H 1.11 2.72 -1.77
H 3.55 2.69 -1.20
O 4.87 0.72 -0.38
C 5.56 -0.44 0.02
C 5.58 -1.55 -1.02
O 5.82 -2.70 -0.75
O 5.34 -1.08 -2.24
C 5.31 -2.00 -3.32
H 5.70 -2.97 -3.00
H 4.28 -2.11 -3.67
H 5.93 -1.59 -4.12
H 5.16 -0.85 0.96
H 6.59 -0.11 0.19
H 3.22 -1.46 -0.19
H 0.82 -1.39 -0.77
C -1.47 1.26 0.80
H -0.48 1.73 0.75
C -1.71 0.65 2.19
H -1.78 1.43 2.94
H -0.88 -0.03 2.43
H -2.23 2.02 0.58
H -2.74 -1.24 -0.99
H -3.60 0.22 -0.43
H -2.24 -1.86 1.36
H -6.82 -1.98 3.87
H -7.54 -1.36 2.39
H -8.15 -0.82 3.96
*
```

- Strongest force on any atom: 1.0 eV/A
- SMILES: CCOC(=O)N1CCN(S(=O)(=O)c2ccc(OCC(=O)OC)cc2)CC1

In a.u., the energy values for the records above are, in order, -2955.6680; -859.5173; -892.1831; -1040.4586; -500.6567; -1657.2823.
In kcal/mol, the ΔE to the lowest compared entry with this formula, charge and spin values for the records above are, in order, 0.0; 71.6; 18.4; 88.0; 64.1; 35.7.